# 1
ORCA calculation (ωB97M-V/def2-TZVPD) on a cluster of 9 separate species, C15H48N4O9 in total.

Net charge: 0
Frontier orbital gap in hartree: 0.3397
HOMO level in eV: -9.099
Energy relative to the best compared isomer or geometry (same formula, charge and spin) in kcal/mol: 83.3
SMILES: NC(N)=O.NC(N)=O.CC(C)O.CC(C)O.CC(C)O.CO.CO.CO.CO
Multiplicity: 1

The geometry in XYZ format:
```
76
Properties=species:S:1:pos:R:3:forces:R:3
N 31.5860 -6.7540 12.5840 -0.4 4.4 -3.9
C 31.9800 -7.5440 13.5240 6.4 -1.6 1.7
N 30.9840 -8.2620 14.0320 -0.2 -1.8 2.1
O 33.3140 -7.6890 13.8320 -6.3 0.5 -0.8
H 32.2250 -6.0480 12.0670 -1.0 -1.7 1.3
H 30.5760 -6.6550 12.2930 1.3 -0.7 1.1
H 30.0120 -8.3060 13.6880 1.2 0.3 0.1
H 31.2850 -8.9660 14.7080 -0.5 0.3 -0.4
N 32.9750 -8.4830 11.0250 2.8 1.8 1.8
C 32.4750 -9.5090 10.4110 5.1 -8.0 1.6
N 31.3970 -9.2570 9.7920 -4.8 -2.3 -4.1
O 33.0250 -10.7890 10.4520 -2.5 6.2 -0.7
H 33.8540 -8.6440 11.4920 0.0 -0.3 0.2
H 32.4000 -7.8480 11.5860 0.0 -0.3 -1.0
H 30.8470 -8.4480 9.8750 -0.3 1.2 0.0
H 31.0470 -10.0120 9.1730 0.4 0.9 0.8
C 31.1400 -8.9260 17.4570 -0.1 0.7 0.5
C 29.7990 -9.6840 17.1770 1.2 3.3 9.3
C 28.6960 -8.6830 17.4280 -0.2 -0.4 1.9
O 29.6810 -9.9660 15.9830 0.0 -4.5 -10.8
H 32.0340 -9.3860 17.0160 -0.2 -0.4 0.3
H 31.3250 -8.6620 18.5500 -0.3 -0.4 -1.4
H 30.9960 -7.9990 16.8600 0.3 -0.2 0.6
H 29.6270 -10.5250 17.8750 0.3 0.0 0.0
H 28.7170 -7.8310 16.8060 0.7 1.2 -0.5
H 28.7070 -8.3730 18.4690 -0.2 0.2 0.1
H 27.7560 -9.1200 17.1800 -0.9 -0.7 0.2
H 30.2890 -10.6940 15.6520 -0.7 1.4 0.5
C 33.7580 -3.4030 11.8990 0.1 -1.7 0.2
C 33.9220 -4.6730 11.0660 8.9 3.4 1.5
C 34.8690 -5.6900 11.7480 1.0 0.3 -1.2
O 32.8920 -5.3060 10.7670 -9.1 -4.0 -3.7
H 33.1410 -3.6440 12.7510 -0.6 0.3 0.3
H 33.3830 -2.6360 11.2740 -0.6 1.0 -0.2
H 34.7190 -3.1420 12.3090 0.4 0.3 -0.1
H 34.3940 -4.3270 10.1230 0.5 0.1 0.3
H 34.5770 -5.9120 12.7730 -0.1 -0.3 -0.1
H 35.8350 -5.2040 11.7390 0.6 -0.2 0.3
H 34.9600 -6.6250 11.0960 -0.2 1.2 1.0
H 33.0250 -5.8270 9.9390 -0.3 0.4 1.2
C 30.0950 -3.3820 14.6020 -1.3 -1.6 0.9
C 30.7360 -4.8160 14.8110 5.9 7.2 1.6
C 31.6200 -5.0500 16.0910 0.9 -0.9 -1.3
O 29.9210 -5.7590 14.8530 -6.8 -6.1 -1.0
H 30.7720 -2.5740 14.4330 0.8 0.2 -0.5
H 29.4520 -3.0320 15.4200 0.2 -0.4 0.3
H 29.3620 -3.5050 13.7880 0.6 0.2 -0.1
H 31.3580 -4.9200 13.9280 0.7 0.4 -0.2
H 32.3370 -5.9270 16.0610 -0.9 0.7 -0.7
H 31.0790 -5.2330 16.9820 -1.3 0.0 0.7
H 32.2150 -4.2340 16.2590 1.8 2.2 0.6
H 30.4930 -6.4740 14.5720 -0.9 -1.3 0.4
C 26.6210 -8.9080 14.5700 -0.8 -0.9 1.6
O 27.6880 -8.0050 14.7270 1.5 0.2 -0.9
H 25.8150 -8.7220 13.8180 1.3 0.4 0.2
H 26.1360 -8.9430 15.5470 -0.7 0.2 0.0
H 26.9860 -9.9230 14.5250 0.2 -0.4 -0.8
H 28.4520 -8.4790 15.1670 -1.4 0.5 -0.8
C 29.1230 -10.3210 12.4210 2.3 1.6 -0.2
O 29.1780 -10.9690 11.1770 -0.2 0.1 -1.0
H 28.7840 -10.9950 13.1690 -1.1 -0.5 0.4
H 28.6360 -9.3180 12.4160 -0.3 -0.9 0.0
H 30.1610 -10.1040 12.7830 -0.5 -0.2 -0.4
H 29.6520 -10.4320 10.5020 -0.4 -0.5 1.2
C 32.7190 -11.0640 13.5610 2.0 1.5 -0.2
O 31.8260 -11.2310 14.6530 -0.2 -0.1 0.3
H 32.2990 -10.4230 12.7640 0.0 -0.7 0.3
H 33.0740 -12.0340 13.1490 -0.3 0.7 0.3
H 33.5830 -10.4380 13.9680 -0.9 -1.1 -0.6
H 31.3090 -11.9870 14.4080 -0.6 -0.7 0.0
C 28.8930 -5.5060 11.5520 -1.2 -1.2 -2.7
O 28.9390 -6.7220 12.2500 0.3 -0.3 -1.7
H 29.7790 -5.2970 10.9950 1.1 0.0 0.0
H 28.6320 -4.6900 12.0990 -0.3 2.2 2.2
H 28.1190 -5.4970 10.7680 0.0 -0.5 0.1
H 28.5300 -6.6110 13.0840 -0.8 0.1 1.8
```
Positions in Å, forces in eV/Å.


# 2
ORCA calculation (ωB97M-V/def2-TZVPD) on a cluster of 2 separate species, C6H12NO in total.

Net charge: +1
Frontier orbital gap in hartree: 0.3449
HOMO level in eV: -12.790
Energy relative to the best compared isomer or geometry (same formula, charge and spin) in kcal/mol: 88.4
Multiplicity: 1

The geometry in XYZ format:
```
20
Properties=species:S:1:pos:R:3:forces:R:3
C 1.9021 0.1052 -1.0020 -2.5 3.4 1.5
C -0.0579 0.1256 1.4972 -0.3 -1.8 -3.0
C -1.2086 0.2046 0.4298 -0.9 0.9 2.4
C 0.0947 0.7101 0.1614 4.8 0.9 -3.2
C 1.5051 -1.0366 -1.7868 0.7 -0.8 1.8
C -1.8707 -1.0194 -0.0866 1.1 0.7 -0.9
N 0.4401 2.2390 0.2162 -0.5 -1.2 1.4
O 2.6725 0.9858 -0.8719 -0.3 -1.6 -0.3
H 0.0002 0.8650 2.2280 -0.1 0.2 2.1
H 0.3824 -0.8799 1.4342 0.0 0.6 1.4
H -1.8814 0.9602 0.7799 -0.6 0.5 -0.2
H 2.2762 -1.4055 -2.3980 1.1 -0.8 -0.6
H 0.7105 -0.7320 -2.3751 -1.7 0.9 -1.3
H 1.0501 -1.7344 -1.0808 0.4 -0.4 -0.2
H -1.4333 -1.2665 -1.0160 0.2 -0.2 -1.5
H -2.9078 -0.9121 -0.2093 -1.3 0.2 -0.1
H -1.6549 -1.8562 0.4868 0.1 -1.5 1.5
H 0.3348 2.4082 1.2878 0.1 1.1 -2.7
H 0.1159 2.8812 -0.5233 -1.7 -0.1 1.0
H 1.4016 2.3652 -0.0768 1.3 -0.8 0.9
```
Positions in Å, forces in eV/Å.


# 3
ORCA calculation (ωB97M-V/def2-TZVPD) on a structure of composition C2H6F6Li2NO7S2.

Net charge: +1
Frontier orbital gap in hartree: 0.3795
HOMO level in eV: -14.572
Energy relative to the best compared isomer or geometry (same formula, charge and spin) in kcal/mol: 149.7
Multiplicity: 1

The geometry in XYZ format:
```
26
Properties=species:S:1:pos:R:3:forces:R:3
Li 0.4227 -0.1192 1.6970 1.6 -0.4 5.1
Li 0.2414 1.0793 -0.3143 2.0 6.5 -3.8
C -2.4115 -1.5840 1.2741 -0.7 -2.0 -1.5
F -3.5314 -2.1416 0.7921 1.0 1.0 0.0
F -2.6805 -1.0662 2.4440 0.7 0.4 0.1
F -1.4887 -2.5605 1.3377 -0.4 1.2 0.6
S -1.7756 -0.2056 0.0274 -3.0 1.3 -2.1
O -2.2892 -0.4449 -1.3593 2.1 0.1 4.1
O -2.2052 1.0751 0.6033 0.7 -2.0 0.2
N 0.0139 -0.2074 0.2225 -6.5 -12.7 -3.0
S 0.4184 -1.2555 -0.9183 1.0 -4.2 -3.9
O -0.2571 -2.5719 -0.9652 1.3 3.1 0.5
O 0.5749 -0.5287 -2.1760 0.0 -0.5 1.7
C 2.1776 -1.7289 -0.3541 0.2 -1.0 0.4
F 2.9304 -2.0857 -1.4017 -1.0 0.3 1.2
F 2.8040 -0.7372 0.3217 -0.1 0.5 -0.2
F 2.0845 -2.7266 0.5621 0.0 0.5 -1.1
O 0.2427 1.5881 1.2238 0.6 3.0 5.2
H -0.3449 1.9615 1.8807 -0.8 0.7 0.1
H 1.1076 1.9269 1.4552 0.5 0.9 -0.1
O -0.6068 2.2009 -1.0296 -1.6 2.4 -2.1
H -1.5358 2.2496 -1.2552 -0.5 0.0 0.0
H -0.1640 2.6776 -1.7317 -0.1 0.3 -0.4
O 1.7709 1.6623 -0.5669 2.3 0.8 -0.5
H 2.6822 1.4903 -0.3298 0.4 -0.2 -0.1
H 1.8196 2.0524 -1.4397 0.3 0.1 -0.4
```
Positions in Å, forces in eV/Å.